[1]
Entry from the Open Molecules 2025 dataset: 13 unconnected molecules or ions with the total composition C99H211N13O13 (ωB97M-V/def2-TZVPD).

Output
- HOMO-LUMO gap: 7.51 eV
- Energy: -152057.813 eV
- F_max: 4.93 eV Å⁻¹

Geometry as XYZ:
```
336
C99H211N13O13 | the Open Molecules 2025 dataset | ωB97M-V/def2-TZVPD
C 3.9221 -24.7790 -10.6474
O 4.7992 -25.2108 -9.9043
N 3.9755 -23.5757 -11.2165
C 3.0609 -23.1618 -12.2112
C 5.0416 -22.7205 -10.9417
H 2.9897 -25.3230 -10.8640
H 2.0341 -23.4523 -11.9889
H 3.4890 -23.3586 -13.1941
H 2.9450 -22.0781 -12.2259
H 4.7357 -21.6964 -10.7276
H 5.6965 -22.9751 -10.1083
H 5.7594 -22.5604 -11.7462
C 2.7211 -27.0064 -17.4094
O 3.4476 -26.2724 -18.0878
N 2.1016 -26.6233 -16.3404
C 1.0566 -27.4872 -15.7790
C 2.3044 -25.2908 -15.8037
H 2.4315 -28.0336 -17.6799
H 1.2358 -28.5322 -16.0320
H 0.1279 -27.0999 -16.1980
H 1.0416 -27.3825 -14.6941
H 2.7055 -24.6354 -16.5768
H 1.3250 -24.8444 -15.6312
H 2.9882 -25.1407 -14.9683
C 1.3977 -28.6238 -7.0649
O 0.9192 -27.9498 -6.1740
N 1.9981 -28.1083 -8.1065
C 2.6415 -29.0029 -9.0469
C 2.1979 -26.7036 -8.3150
H 1.2709 -29.7169 -7.0279
H 2.4527 -30.0575 -8.8466
H 3.7060 -28.8150 -8.9068
H 2.4840 -28.7581 -10.0974
H 3.0260 -26.3947 -7.6771
H 2.5248 -26.5913 -9.3488
H 1.3697 -26.0268 -8.1049
C 10.7399 -34.0053 -19.7476
C 9.8979 -32.7271 -19.5521
C 9.0894 -32.8089 -18.1586
C 8.4877 -31.5548 -17.6925
C 9.5220 -30.4383 -17.6595
C 10.3424 -30.2622 -18.9587
N 10.8744 -31.5860 -19.4799
O 11.7219 -31.4291 -20.5152
C 9.5962 -29.3764 -20.0068
C 11.5991 -29.5225 -18.4349
C 8.8673 -32.5716 -20.6988
H 11.5381 -33.9360 -20.4866
H 10.0662 -34.8402 -19.9402
H 11.3375 -34.2536 -18.8704
H 8.1518 -33.3461 -18.3015
H 9.5831 -33.3128 -17.3276
H 8.1008 -31.6799 -16.6811
H 7.6758 -31.2867 -18.3685
H 10.1257 -30.5113 -16.7550
H 9.1258 -29.4335 -17.5128
H 10.0765 -29.3939 -20.9851
H 8.5417 -29.6345 -20.1046
H 9.6848 -28.3170 -19.7662
H 11.3735 -28.6677 -17.7973
H 12.2266 -30.1909 -17.8454
H 12.1960 -29.2245 -19.2969
H 8.0806 -31.8406 -20.5118
H 8.3665 -33.5220 -20.8828
H 9.3467 -32.3316 -21.6479
H 12.5864 -31.3517 -20.1051
C -0.9264 -34.6791 -11.7983
C -0.8670 -33.1910 -11.9954
C 0.1455 -32.4871 -11.0509
C 1.6036 -32.6974 -11.4355
C 1.8359 -32.3481 -12.8799
C 0.8167 -32.9125 -13.9134
N -0.6002 -32.7720 -13.3540
O -1.5870 -33.1549 -14.2498
C 0.9051 -31.9902 -15.1144
C 1.1600 -34.3404 -14.3148
C -2.3215 -32.6659 -11.5500
H -0.1327 -35.3375 -12.1516
H -1.7965 -35.1629 -12.2422
H -1.2413 -34.9632 -10.7942
H -0.0717 -31.4228 -11.1422
H -0.0921 -32.5978 -9.9929
H 1.5951 -33.7804 -11.3121
H 2.3697 -32.1465 -10.8898
H 2.8222 -32.7624 -13.0890
H 1.9517 -31.2781 -13.0520
H 0.6246 -30.9613 -14.8887
H 1.9430 -31.9229 -15.4403
H 0.2927 -32.2969 -15.9623
H 1.5523 -34.9597 -13.5082
H 0.3521 -34.9400 -14.7341
H 1.9212 -34.3171 -15.0946
H -2.8309 -32.9842 -10.6405
H -2.9842 -32.8956 -12.3844
H -2.3887 -31.5780 -11.5400
H -2.0270 -32.3493 -14.5310
C -1.2980 -24.6008 -14.4240
C -1.7788 -25.4357 -13.2051
C -3.0196 -26.2455 -13.5721
C -3.3998 -27.3241 -12.5337
C -2.2900 -28.3363 -12.2660
C -1.0883 -27.4734 -11.7392
N -0.7660 -26.4114 -12.6756
O 0.5452 -25.8438 -12.6173
C -1.3205 -26.9875 -10.2552
C 0.1327 -28.4329 -11.6166
C -2.1794 -24.4373 -12.0957
H -2.0264 -23.8671 -14.7693
H -1.2089 -25.1818 -15.3420
H -0.4163 -24.0310 -14.1310
H -3.7807 -25.4710 -13.6673
H -2.8497 -26.6910 -14.5523
H -4.1771 -27.8930 -13.0438
H -3.8331 -26.9206 -11.6186
H -1.9636 -29.0039 -13.0635
H -2.5950 -28.9763 -11.4381
H -0.6411 -26.1719 -10.0078
H -2.3786 -26.7805 -10.0956
H -1.1254 -27.7365 -9.4877
H -0.0174 -29.0693 -10.7445
H 0.1975 -29.0657 -12.5018
H 1.0639 -27.9046 -11.4126
H -1.2681 -23.9064 -11.8205
H -2.5102 -24.8759 -11.1543
H -2.9459 -23.7382 -12.4300
H 0.8589 -26.2654 -13.4207
C 8.8324 -33.2327 -9.9082
C 10.0171 -33.8439 -10.6783
C 10.2744 -33.0755 -12.0463
C 11.0133 -31.7809 -11.8549
C 12.2615 -32.0433 -11.0653
C 12.0505 -32.6621 -9.6601
N 11.2670 -33.9172 -9.9160
O 11.2439 -34.7867 -8.8115
C 13.5100 -32.9857 -9.1648
C 11.3396 -31.6796 -8.6665
C 9.7367 -35.2508 -11.1200
H 8.8867 -33.6501 -8.9027
H 7.8955 -33.3822 -10.4448
H 8.9779 -32.1596 -9.7845
H 10.9418 -33.7646 -12.5640
H 9.3361 -32.9059 -12.5743
H 10.3228 -31.0952 -11.3639
H 11.3196 -31.2911 -12.7793
H 12.8445 -31.1222 -11.0665
H 12.7845 -32.8465 -11.5843
H 13.9546 -33.7603 -9.7897
H 14.1690 -32.1305 -9.3145
H 13.3950 -33.2983 -8.1270
H 10.7232 -32.2193 -7.9476
H 12.1098 -31.1338 -8.1217
H 10.8522 -30.8639 -9.2004
H 10.5962 -35.8332 -11.4521
H 8.9622 -35.3959 -11.8731
H 9.4766 -35.8378 -10.2392
H 11.5926 -35.5803 -9.2241
C 9.0179 -29.8254 -5.7678
C 7.6985 -30.5157 -5.4757
C 7.6000 -30.9399 -3.9923
C 6.2269 -31.5204 -3.6460
C 5.1682 -30.4249 -3.7746
C 5.1653 -29.7343 -5.1722
N 6.5533 -29.5465 -5.7521
O 6.5642 -29.0878 -7.0950
C 4.3125 -30.6536 -6.0624
C 4.4053 -28.3871 -5.0439
C 7.6593 -31.7547 -6.3042
H 9.8945 -30.4362 -5.5517
H 9.0997 -28.9261 -5.1572
H 9.0541 -29.5081 -6.8099
H 8.4414 -31.5501 -3.6640
H 7.7650 -30.0086 -3.4506
H 6.1437 -31.8375 -2.6065
H 5.9301 -32.3759 -4.2526
H 5.1888 -29.6857 -2.9738
H 4.1613 -30.8101 -3.6138
H 4.3187 -30.2201 -7.0624
H 4.7928 -31.6318 -6.0892
H 3.2727 -30.6490 -5.7356
H 4.6779 -27.7877 -4.1752
H 4.4982 -27.8433 -5.9840
H 3.3316 -28.5252 -4.9162
H 6.8391 -32.4455 -6.1090
H 8.5722 -32.3502 -6.2915
H 7.5946 -31.4627 -7.3524
H 6.9541 -28.2126 -7.0346
C 3.0882 -28.5642 -20.7772
C 2.8156 -30.0373 -21.0120
C 3.9480 -30.6349 -21.9201
C 5.2642 -30.9048 -21.2837
C 5.0461 -31.7734 -20.0346
C 3.9465 -31.3519 -19.0108
N 2.7580 -30.8057 -19.7565
O 1.7233 -30.3426 -18.8662
C 3.5933 -32.6266 -18.1217
C 4.5260 -30.2464 -18.0806
C 1.5149 -30.3057 -21.7421
H 3.9270 -28.4531 -20.0900
H 2.1900 -28.0728 -20.4031
H 3.2486 -28.0856 -21.7432
H 3.6136 -31.5160 -22.4678
H 4.2850 -29.9119 -22.6629
H 5.8400 -30.0270 -20.9903
H 5.9711 -31.4089 -21.9428
H 6.0037 -31.9738 -19.5539
H 4.7212 -32.7079 -20.4919
H 3.0043 -33.3937 -18.6245
H 4.5003 -32.9381 -17.6036
H 3.1217 -32.3254 -17.1863
H 5.4232 -30.5616 -17.5478
H 4.7279 -29.2939 -18.5705
H 3.7378 -29.9998 -17.3692
H 1.5803 -29.8778 -22.7425
H 0.6499 -29.7858 -21.3304
H 1.2574 -31.3170 -22.0568
H 1.2308 -31.1586 -18.9810
C 5.0522 -23.0830 -15.2351
C 6.2849 -23.2342 -16.1700
C 7.4730 -23.6237 -15.2089
C 8.7598 -24.2377 -15.8800
C 8.2948 -25.4331 -16.7139
C 7.1643 -25.1809 -17.7282
N 6.0659 -24.3716 -17.1505
O 4.9089 -24.2188 -17.9455
C 7.6980 -24.3485 -19.0130
C 6.5201 -26.5570 -18.1487
C 6.5778 -21.8735 -16.8769
H 5.2247 -22.4156 -14.3907
H 4.8843 -24.1020 -14.8864
H 4.1044 -22.8581 -15.7240
H 7.5498 -22.7873 -14.5142
H 7.1021 -24.4601 -14.6165
H 9.4660 -24.6705 -15.1713
H 9.2792 -23.4826 -16.4700
H 8.1494 -26.1791 -15.9327
H 9.0902 -25.9024 -17.2928
H 6.8632 -23.9360 -19.5797
H 8.2318 -23.4335 -18.7566
H 8.2632 -24.9856 -19.6933
H 5.7486 -26.9283 -17.4741
H 6.0976 -26.4671 -19.1494
H 7.3604 -27.2498 -18.1932
H 6.4205 -21.0556 -16.1738
H 5.8413 -21.6299 -17.6427
H 7.6128 -21.8889 -17.2186
H 4.3966 -25.0306 -17.9329
C 5.4277 -37.4334 -12.9419
C 5.8285 -37.4503 -14.4197
C 4.5988 -37.4314 -15.3503
C 3.8238 -36.1520 -15.3325
C 4.7634 -35.0154 -15.7201
C 6.0952 -34.9767 -14.9717
N 6.7513 -36.3212 -14.8953
O 7.9593 -36.3474 -14.2264
C 7.0601 -34.2591 -15.9268
C 6.0277 -34.2687 -13.6513
C 6.5801 -38.8146 -14.7455
H 5.0657 -38.3775 -12.5348
H 4.6636 -36.6938 -12.7029
H 6.2774 -37.1161 -12.3374
H 4.9759 -37.5997 -16.3591
H 3.9534 -38.2691 -15.0860
H 3.3927 -36.0616 -14.3355
H 2.9761 -36.1574 -16.0177
H 4.1652 -34.1413 -15.4629
H 4.8668 -35.1551 -16.7961
H 7.9570 -33.9701 -15.3790
H 7.4548 -35.0051 -16.6166
H 6.7242 -33.3322 -16.3917
H 6.9958 -34.1192 -13.1733
H 5.7153 -33.2400 -13.8307
H 5.3375 -34.6745 -12.9117
H 7.5218 -39.0026 -14.2297
H 6.9390 -38.7558 -15.7730
H 5.9392 -39.6924 -14.6639
H 8.5544 -36.1339 -14.9489
C 5.0311 -30.9378 -11.3974
C 6.0455 -29.8788 -11.7394
C 7.0311 -30.4642 -12.8109
C 6.6199 -30.3901 -14.2965
C 6.1910 -28.9312 -14.6400
C 5.1190 -28.4252 -13.6356
N 5.5921 -28.5493 -12.2503
O 4.6602 -27.9759 -11.3451
C 4.8494 -26.8918 -13.8642
C 3.8261 -29.2091 -13.9350
C 6.8434 -29.6229 -10.4487
H 4.8503 -31.6538 -12.1991
H 4.0256 -30.6157 -11.1264
H 5.4714 -31.6031 -10.6547
H 7.8585 -29.7588 -12.7330
H 7.3799 -31.4577 -12.5293
H 5.8756 -31.1429 -14.5561
H 7.5045 -30.4866 -14.9259
H 5.7196 -28.7477 -15.6055
H 7.0746 -28.3007 -14.5415
H 3.8234 -26.6611 -13.5774
H 5.6242 -26.3634 -13.3086
H 4.8690 -26.7778 -14.9480
H 3.0051 -28.8747 -13.3007
H 3.3977 -28.9613 -14.9061
H 4.1253 -30.2478 -13.7945
H 7.6494 -28.9024 -10.5873
H 7.2808 -30.5206 -10.0117
H 6.2517 -29.1492 -9.6654
H 5.1209 -27.2316 -10.9509
C 8.1622 -26.1403 -5.2225
C 7.8551 -24.9772 -6.2302
C 8.9078 -23.9007 -6.1900
C 10.2565 -24.2251 -6.9286
C 9.8624 -24.4580 -8.4110
C 8.6071 -25.3717 -8.6552
N 7.5645 -25.2489 -7.6359
O 6.5743 -26.1798 -7.8032
C 8.0511 -25.0547 -10.1162
C 9.1664 -26.7997 -8.6857
C 6.5412 -24.2107 -5.6663
H 7.2691 -26.6626 -4.8795
H 8.5625 -25.8029 -4.2664
H 8.9405 -26.7857 -5.6297
H 8.5344 -23.0047 -6.6857
H 9.2298 -23.7801 -5.1556
H 10.6148 -25.1392 -6.4552
H 10.9231 -23.3627 -6.9397
H 10.7418 -24.8199 -8.9436
H 9.7113 -23.5216 -8.9483
H 8.8711 -24.9675 -10.8290
H 7.3483 -25.7921 -10.5042
H 7.6070 -24.0612 -10.0546
H 9.9953 -26.8703 -9.3900
H 9.5808 -27.2216 -7.7700
H 8.4404 -27.5499 -8.9991
H 5.9278 -25.0136 -5.2574
H 5.9823 -23.8621 -6.5348
H 6.7331 -23.3881 -4.9774
H 5.7739 -25.7134 -8.0552
```

=====

[2]
Entry from the Open Molecules 2025 dataset: a molecular structure, C9H10 (ωB97M-V/def2-TZVPD).

Output
- Relative energy (zero: lowest compared OMol25 entry of this formula, charge and spin): 252.6 kJ/mol
- HOMO-LUMO gap: 10.05 eV
- Energy: -9490.805 eV
- F_max: 10.57 eV Å⁻¹

Geometry as XYZ:
```
19
C9H10 | the Open Molecules 2025 dataset | ωB97M-V/def2-TZVPD
C -0.1668 2.5698 0.4363
C 0.0914 2.3638 -0.7537
C 0.0307 0.9787 -1.4927
C -0.0376 -0.3105 -0.5010
C 1.2214 -0.7084 -0.0636
C 1.2524 -1.7749 0.8495
C 0.1562 -2.3662 1.3240
C -1.1063 -1.8587 0.8691
C -1.1952 -0.7736 -0.1348
H -0.7311 1.5463 1.0503
H -0.0889 3.5287 0.9018
H 0.5813 3.0954 -1.5640
H -1.1839 0.9326 -2.1187
H 0.5473 0.8109 -2.3396
H 2.1258 -0.1638 -0.2139
H 2.2842 -2.0639 1.2559
H 0.4453 -3.1181 2.0714
H -2.0996 -2.2565 0.8815
H -2.1265 -0.4318 -0.4579
```

=====

[3]
Entry from the Open Molecules 2025 dataset: a molecular structure, C9H10BN6PdS3Sb (ωB97M-V/def2-TZVPD).

Output
- Charge: -1
- Multiplicity: 2
- HOMO-LUMO gap (alpha / beta): 5.51 / 6.12 eV
- Energy: -61639.229 eV
- F_max: 0.61 eV Å⁻¹

Geometry as XYZ:
```
31
C9H10BN6PdS3Sb | the Open Molecules 2025 dataset | ωB97M-V/def2-TZVPD
Pd 0.7810 -0.8299 -1.5982
C -1.9419 2.4941 -1.1835
C -1.3217 1.5957 -2.0540
N -0.8737 0.5457 -1.3789
N -1.1490 0.7530 -0.0719
C -1.7997 1.9202 0.0600
B -0.6765 -0.1971 1.0465
N 0.8534 -0.1336 1.2995
C 1.4889 0.4036 2.3523
C 2.8484 0.2916 2.1539
C 2.9648 -0.3343 0.9089
N 1.7649 -0.6049 0.4184
N -1.0259 -1.6283 0.6059
C -1.8219 -2.5559 1.1549
C -1.7818 -3.6870 0.3641
C -0.9110 -3.3477 -0.6751
N -0.4712 -2.1069 -0.5031
H -2.3829 3.4436 -1.4261
H -1.1497 1.6720 -3.1147
H -2.0958 2.2651 1.0359
H -1.2531 0.0676 2.0607
H 0.9247 0.8438 3.1564
H 3.6372 0.6454 2.7933
H 3.8451 -0.5902 0.3431
H -2.3546 -2.3433 2.0658
H -2.3021 -4.6159 0.5143
H -0.5858 -3.9276 -1.5223
S 0.7890 3.9169 -3.6273
Sb 2.1663 2.7637 -2.2203
S 1.7932 2.8651 0.0142
S 2.0414 0.4152 -2.9727
```

=====

[4]
Entry from the Open Molecules 2025 dataset: a single C9H10BNO3 molecule (ωB97M-V/def2-TZVPD).

Output
- Multiplicity: 3
- HOMO-LUMO gap (alpha / beta): 7.31 / 7.84 eV
- Energy: -17802.739 eV
- F_max: 3.82 eV Å⁻¹

Geometry as XYZ:
```
24
C9H10BNO3 | the Open Molecules 2025 dataset | ωB97M-V/def2-TZVPD
B -3.2399 0.6128 -0.2159
C 3.7206 1.2204 -0.0352
C 2.6799 1.8313 0.6331
C 3.6396 -0.0754 -0.5052
C 1.4885 1.1577 0.7783
C 2.3832 -0.7286 -0.3847
C 1.2720 -0.1316 0.2330
C -2.9337 -1.8887 0.1728
C -1.5904 -2.3770 0.0289
C 0.0137 -0.6718 0.4476
N -3.4143 -0.7411 -0.1045
O -0.4136 -1.8630 -0.0890
O -2.3413 1.2601 0.5324
O -3.7537 1.3979 -1.1554
H 4.5453 1.9602 -0.3543
H 2.7060 2.7647 1.0158
H 4.3877 -0.5471 -1.1780
H 0.8361 1.6842 1.4650
H 2.1027 -1.7060 -0.9342
H -3.5443 -2.7752 0.3523
H -1.5140 -3.4724 -0.0795
H -0.7474 0.0375 0.9236
H -2.1396 2.1583 0.3054
H -4.1429 0.8927 -1.8525
```

=====

[5]
Entry from the Open Molecules 2025 dataset: a molecular structure, C9H10BrN2OS (ωB97M-V/def2-TZVPD).

Output
- Charge: +1
- Relative energy (zero: lowest compared OMol25 entry of this formula, charge and spin): 198.3 kJ/mol
- HOMO-LUMO gap: 7.66 eV
- Energy: -95390.322 eV
- F_max: 4.40 eV Å⁻¹

Geometry as XYZ:
```
24
C9H10BrN2OS | the Open Molecules 2025 dataset | ωB97M-V/def2-TZVPD
C -2.1753 1.7206 -1.9253
C -1.4752 1.1464 -2.9213
C 2.5009 1.1639 -0.8208
C 1.9455 2.8578 0.8202
C -1.5909 1.2443 -0.6936
C 1.5588 0.7437 0.0992
C -0.5460 0.4730 -1.0794
C -0.8536 -1.8238 1.3098
C 0.8197 -0.4834 0.0645
N 1.2915 1.7202 1.0081
N 0.2040 -0.8535 1.2736
O -0.3751 0.5080 -2.4459
S 3.0528 2.7440 -0.4518
Br -2.1331 1.6156 1.1407
H -3.0178 2.4314 -2.0939
H -1.7266 1.3020 -4.0148
H 3.0909 0.6200 -1.5205
H 1.8696 3.6563 1.6020
H -1.1583 -2.0360 0.2061
H -0.4630 -2.7408 1.9605
H -1.8253 -1.5000 1.7709
H 1.1651 -1.2581 -0.6019
H 0.2792 -0.3682 2.1824
H 0.6962 1.6688 1.8163
```

=====

[6]
Entry from the Open Molecules 2025 dataset: a single C9H10Cl2N2 molecule (ωB97M-V/def2-TZVPD).

Output
- Relative energy (zero: lowest compared OMol25 entry of this formula, charge and spin): 55.0 kJ/mol
- HOMO-LUMO gap (alpha / beta): 9.00 / 9.00 eV
- Energy: -37517.184 eV
- F_max: 5.85 eV Å⁻¹
- SMILES: CC(C)(C)[C@@H](Cl)C(Cl)=C(C#N)C#N

Geometry as XYZ:
```
23
C9H10Cl2N2 | the Open Molecules 2025 dataset | ωB97M-V/def2-TZVPD
C 1.3218 -2.3843 1.2989
C 1.9358 -3.0919 -0.9307
C -0.8160 -0.3949 0.0264
C 1.1620 -2.3162 -0.1210
C 0.1851 -1.4298 -0.6523
C -1.3536 1.7337 1.1085
C -0.5240 1.6546 -1.4088
C 0.9473 0.9203 0.6953
C -0.4239 0.9940 0.0419
N 1.3932 -2.6822 2.4078
N 2.3860 -3.7213 -1.7889
Cl -2.4367 -0.8829 -0.5951
Cl 0.0957 -1.4542 -2.3813
H -1.0420 -0.6511 1.0630
H -0.9697 1.3889 2.1551
H -2.3443 1.4401 0.9528
H -1.3637 2.8836 0.8734
H -0.0305 2.6087 -1.2689
H -0.1113 1.0352 -2.2174
H -1.5740 1.7812 -1.6414
H 1.2818 1.8451 0.8692
H 1.4059 0.4845 -0.1026
H 0.8753 0.2388 1.6162
```

=====

[7]
Entry from the Open Molecules 2025 dataset: a single C9H10ClN3 molecule (ωB97M-V/def2-TZVPD).

Output
- Relative energy (zero: lowest compared OMol25 entry of this formula, charge and spin): 165.3 kJ/mol
- HOMO-LUMO gap: 7.39 eV
- Energy: -26484.192 eV
- F_max: 5.68 eV Å⁻¹
- SMILES: C\C(Cl)=C/C=C\C=C\c1cn[nH]n1

Geometry as XYZ:
```
23
C9H10ClN3 | the Open Molecules 2025 dataset | ωB97M-V/def2-TZVPD
C 1.5652 0.9679 2.8448
C 0.2727 1.1066 2.3434
C -1.6973 1.0415 -0.8593
C -1.2903 1.3800 0.4576
C -1.3041 0.0491 -1.6708
C -0.0433 1.0784 0.9708
C -0.2430 -0.9025 -1.3847
C 0.5678 -1.6927 -2.1621
C 0.5781 -1.9256 -3.6362
N 1.4495 0.7690 4.1081
N -0.6399 1.0399 3.3272
N 0.1503 0.7690 4.3170
Cl 2.0628 -2.2075 -1.3854
H 2.5048 0.9550 2.2370
H -2.5978 1.6548 -0.9922
H -1.9849 1.8132 1.0430
H -1.7815 -0.1480 -2.7213
H 0.8115 1.0491 0.2749
H -0.1311 -1.0170 -0.2828
H -0.2359 -1.5490 -4.1791
H 0.4587 -3.0565 -3.9186
H 1.6297 -1.7796 -4.0113
H -0.1020 0.6047 5.2800
```